Density functional theory data (ωB97M-V/def2-TZVPD) for one molecule with the formula C4H11IO2Si.

Its HOMO energy is -9.03 eV. The max |F| comes out at 4.017 eV Å⁻¹. For the relative energy (zero: lowest compared OMol25 entry of this formula, charge and spin), the calculation gives 0.00 kJ/mol. The gap between HOMO and LUMO comes out at 9.71 eV. As for the spin multiplicity: 1.

Geometry as XYZ:
```
19
C4H11IO2Si (ωB97M-V/def2-TZVPD)
C 2.26285 0.50251 0.39079
C 1.36571 -0.64291 0.02359
Si -0.54123 -0.21446 -0.20214
I -1.38790 -2.12758 -1.82532
O -1.48294 -0.38098 1.16004
C -1.14633 -1.57606 1.95992
O -0.66038 1.01958 -1.18294
C -1.32124 1.98838 -1.83767
H 2.09416 1.31085 -0.31388
H 2.18550 0.97036 1.36088
H 3.35606 0.25572 0.16733
H 1.44525 -1.40043 0.84568
H 1.63328 -1.17745 -0.82904
H -2.03392 -1.75266 2.46559
H -0.39403 -1.36791 2.70659
H -0.67355 -2.22376 1.34410
H -0.63751 2.84585 -1.97636
H -2.34167 2.24329 -1.39989
H -1.72211 1.72766 -2.85729
```

Atomic partial charges in e from the natural (NBO) method, atoms 1 to 8: number 1, C, carries -0.62; number 2, C, carries -0.87; number 3, Si, carries 2.01; number 4, I, carries -0.42; number 5, O, carries -0.92; number 6, C, carries -0.24; number 7, O, carries -0.93; number 8, C, carries -0.23